[1]
Entry from OMol25: a molecular structure, C19H13BrF5IN4NaO4S (wB97M-V/def2-TZVPD).

XYZ file:
```
49
Properties=species:S:1:pos:R:3:nbo_charge:R:1
Na 0.5760 0.1365 0.3720 0.924
N -2.6952 0.4373 -1.8959 -0.527
C -3.7966 -0.0355 -1.2239 -0.097
C -3.9844 0.8129 -0.1751 -0.101
N -3.0083 1.7840 -0.1584 -0.448
C -2.2528 1.5110 -1.1923 0.289
C -1.0635 2.2789 -1.5795 0.283
N -0.5141 3.2177 -0.8485 -0.458
C 0.5558 3.6669 -1.5908 -0.100
C 0.6396 2.9814 -2.7632 -0.091
N -0.4246 2.1130 -2.7651 -0.518
H -2.1166 -0.1066 -2.5328 0.454
H -4.3178 -0.9197 -1.5400 0.212
H -4.7604 0.7762 0.5694 0.202
H 1.2064 4.4432 -1.2272 0.205
H 1.3469 3.0041 -3.5711 0.213
H -0.4842 1.2782 -3.3376 0.450
C 1.2912 -2.5240 -2.4588 -0.901
S 0.3350 -1.1085 -2.0336 2.388
O -0.4410 -0.7628 -3.2328 -1.054
O 1.2834 -0.0585 -1.6431 -1.049
O -0.5065 -1.5021 -0.8988 -1.036
H 1.5993 -2.4466 -3.4982 0.236
H 0.6768 -3.4079 -2.3126 0.241
H 2.1629 -2.5632 -1.8117 0.247
F 5.8467 -1.6137 5.3808 -0.312
C 4.8352 -1.2784 4.5541 0.204
C 3.6337 -1.9621 4.5936 0.265
F 3.4795 -2.9725 5.4696 -0.310
C 2.5948 -1.6234 3.7473 0.237
F 1.4557 -2.3337 3.8388 -0.311
C 2.6877 -0.5793 2.8052 0.257
O 1.7254 -0.2599 2.0158 -0.871
C 3.9277 0.0926 2.8043 0.270
F 4.1144 1.1104 1.9424 -0.321
C 4.9702 -0.2437 3.6465 0.254
F 6.1297 0.4363 3.5870 -0.310
Br -0.9604 2.9895 6.2306 0.045
C -1.6973 3.7601 4.6587 -0.104
C -2.6034 4.7982 4.8401 -0.248
C -3.1816 5.4051 3.7388 -0.219
C -2.8502 4.9759 2.4613 -0.220
C -1.9422 3.9450 2.2844 -0.153
C -1.3559 3.3236 3.3883 -0.264
I -0.0127 1.7894 3.0065 0.239
H -2.8469 5.1204 5.8428 0.219
H -3.8891 6.2119 3.8807 0.207
H -3.2996 5.4380 1.5921 0.212
H -1.6852 3.6048 1.2904 0.269
```

ΔE to the lowest compared entry with this formula, charge and spin = 10.46 kcal/mol
LUMO = 2.08 eV
2S+1 = 1
HOMO = -0.18299 Ha
charge = -1

[2]
Entry from OMol25: 2 unconnected molecules or ions with the total composition C3H3N2OS at a distorted geometry (wB97M-V/def2-TZVPD).

XYZ file:
```
10
Properties=species:S:1:pos:R:3:nbo_charge:R:1
C 2.3593 1.4081 -0.5637 -0.075
C -0.9871 0.1346 0.5535 -0.261
C -1.6244 -0.7814 0.0292 -0.042
N 3.3975 1.1134 -0.2103 0.146
N -2.5060 -1.8449 -0.3228 -0.852
O 4.5698 0.9454 -0.0828 -0.489
S -0.2048 1.3433 1.3672 -0.406
H 1.2372 1.4876 -0.1809 0.268
H -3.2328 -1.6229 -1.0606 0.354
H -3.0087 -2.1831 0.4713 0.357
```

ΔE to the lowest compared entry with this formula, charge and spin = 92.75 kcal/mol
LUMO = 3.80 eV
2S+1 = 1
HOMO = -0.10534 Ha
charge = -1

[3]
Entry from OMol25: a molecular structure, C29H50AsN3O2OsPS2Si3 at a distorted geometry (wB97M-V/def2-TZVPD).

XYZ file:
```
92
Properties=species:S:1:pos:R:3:mulliken_charge:R:1
Os -0.1476 0.3075 0.1627 0.862
O -0.9531 -0.2077 4.0309 -0.489
C -0.8637 -0.5965 2.9260 0.381
O 0.0108 0.1103 2.0473 0.282
C -1.5451 -1.7527 2.2187 -1.204
P -1.9469 -1.2662 0.4938 0.963
C -3.6550 -0.6992 0.6543 0.763
C -4.4834 -1.2904 1.5885 -0.721
C -5.8400 -1.0085 1.6798 -1.126
C -6.3520 -0.1160 0.7643 -0.743
C -5.6043 0.4140 -0.2696 -0.894
C -4.2364 0.1916 -0.2717 0.026
C -2.0352 -2.6592 -0.6512 0.690
C -1.0699 -3.6791 -0.6496 -0.762
C -1.1068 -4.6893 -1.6146 -0.270
C -2.1373 -4.6913 -2.4919 -0.762
C -3.1030 -3.7169 -2.4647 -0.837
C -3.0671 -2.6688 -1.5800 -0.950
H -2.4021 -2.0738 2.7938 0.534
H -0.8406 -2.5682 2.1703 0.523
H -4.1155 -1.9745 2.3501 0.397
H -6.5083 -1.3999 2.4109 0.501
H -7.4036 0.1643 0.8356 0.432
H -6.0890 1.0362 -1.0471 0.567
H -3.6250 0.6730 -1.0686 0.446
H -0.3327 -3.6681 0.1039 0.458
H -0.3581 -5.4836 -1.5772 0.484
H -2.1852 -5.5294 -3.1532 0.482
H -3.8943 -3.8412 -3.1893 0.493
H -3.8213 -1.8839 -1.5242 0.449
S -0.5499 -0.6781 -4.3064 -0.054
C -0.5508 1.0489 -4.0645 -0.508
C -0.4782 1.3504 -2.7477 -0.721
N -0.3693 0.2120 -1.9138 1.046
C -0.3991 -0.8735 -2.6577 0.518
H -0.5887 1.7806 -4.8730 0.498
H -0.4809 2.3250 -2.2909 0.240
H -0.2677 -1.8434 -2.1712 -0.622
C -4.2371 4.1353 -0.9444 -1.184
N -2.8721 3.5600 -0.8139 -0.014
C -2.4198 3.1090 0.3530 0.470
S -0.6921 2.6847 0.3793 -0.554
N -3.2502 2.9930 1.3711 -0.030
C -2.9531 2.6298 2.7330 -0.858
H -4.4217 4.4269 -2.0173 0.335
H -4.4007 4.9247 -0.2370 0.470
H -4.9837 3.3748 -0.7601 0.372
H -2.1659 3.8386 -1.4811 0.303
H -4.1984 3.3522 1.2366 0.276
H -3.5094 1.7322 2.9982 0.256
H -3.3266 3.4411 3.3768 0.376
H -1.8993 2.5888 2.8510 0.254
C 3.0689 0.8231 -3.2913 -0.574
Si 3.5756 1.5461 -1.6061 0.375
C 2.8436 3.2995 -1.4284 -0.820
C 5.4204 1.3951 -1.2503 -0.982
As 2.4670 0.2539 0.2546 -0.115
Si 3.1965 -2.1529 -0.0557 0.252
C 5.0720 -2.1851 -0.1273 -1.070
C 2.4464 -3.1800 1.3558 -1.079
C 2.3699 -2.6631 -1.6859 -0.239
Si 3.1527 1.0295 2.5760 0.273
C 4.9353 1.6429 2.3401 -1.077
C 3.1125 -0.5882 3.5230 -0.796
C 1.9996 2.4592 3.0218 -0.841
H 3.5166 1.4387 -4.1275 0.418
H 1.9938 0.7842 -3.4041 -0.082
H 3.4281 -0.1738 -3.4995 0.437
H 3.2788 3.9653 -2.1767 0.452
H 3.1355 3.7033 -0.4315 0.268
H 1.7994 3.2812 -1.5124 0.141
H 5.8803 1.9399 -2.1357 0.356
H 5.7515 0.4047 -1.1511 0.278
H 5.8165 2.0058 -0.4215 0.338
H 5.6446 -1.7111 0.6982 0.371
H 5.4448 -1.7336 -1.0597 0.307
H 5.3947 -3.2092 -0.2575 0.436
H 3.0362 -3.3099 2.2294 0.541
H 2.3051 -4.1250 0.8944 0.509
H 1.4676 -2.8197 1.6891 0.113
H 2.5320 -1.9999 -2.5197 0.154
H 1.2649 -2.7218 -1.4994 -0.495
H 2.5814 -3.7209 -1.9918 0.477
H 5.5468 0.9764 1.7041 0.303
H 5.4635 1.6673 3.3056 0.452
H 5.0325 2.6487 1.9104 0.343
H 3.7885 -1.3043 2.9892 0.131
H 2.1417 -1.0581 3.5689 0.179
H 3.4289 -0.5157 4.5701 0.520
H 1.8318 3.0955 2.1163 0.215
H 2.5137 3.0859 3.7777 0.503
H 1.0468 2.1807 3.4105 0.183
```

LUMO (alpha / beta) = -7.98 / -10.67 eV
2S+1 = 5
HOMO (alpha / beta) = -0.59582 / -0.62212 Ha
<S²> = 6.017
charge = +3